Entry 1:
Formula: C8H16Cl8
Source: the Open Molecules 2025 dataset
Level of theory: the ωB97M-V functional and the def2-TZVPD basis

Calculated values
* net charge: -1
* multiplicity: 2
* LUMO energy (spin up / spin down): 2.452 / 2.411 eV
* energy relative to the best compared isomer or geometry (same formula, charge and spin): 115.1 kJ/mol
* Kohn-Sham gap (spin up / spin down): 1.7197 / 10.1864 eV

Each line ends with the Löwdin charge.
Positions of all 32 atoms, in Å:
Cl: 1.83476 1.12899 -1.68049  0.490
C: 0.16228 0.47079 -1.38198  -0.661
C: -0.69455 1.69468 -0.80850  -0.639
Cl: -2.30030 1.10740 -0.14571  0.497
H: 0.24336 -0.44362 -0.79428  -0.015
H: -0.11384 0.08360 -2.36277  0.048
H: -0.96509 2.29380 -1.67797  0.044
H: -0.22639 2.41117 -0.13355  0.047
Cl: -7.56069 1.25358 -1.43392  0.545
C: -6.81894 -0.21232 -0.82124  -0.707
C: -5.64912 0.17756 0.12041  -0.669
Cl: -4.74033 -1.30686 0.56404  0.445
H: -6.32545 -0.62661 -1.70041  0.048
H: -7.48824 -1.05249 -0.63612  0.074
H: -6.02559 0.47198 1.10004  0.056
H: -4.88207 0.83548 -0.28811  -0.003
Cl: 0.66266 -0.37911 1.73570  0.476
C: 1.61520 0.22515 3.15356  -0.671
C: 1.65045 -0.77496 4.36804  -0.638
Cl: 2.53820 -0.18322 5.88353  0.328
H: 1.12433 1.16442 3.40835  0.042
H: 2.64103 0.51576 2.92704  0.047
H: 2.04511 -1.75687 4.10694  0.036
H: 0.64143 -1.11643 4.59907  0.040
Cl: 5.85914 -1.20240 -4.04397  0.477
C: 5.35716 -0.22539 -2.61843  -0.626
C: 4.38944 -1.07532 -1.69475  -0.751
Cl: 3.01281 -1.73658 -2.50969  0.473
H: 4.85868 0.66608 -2.99908  0.050
H: 6.29815 0.04362 -2.13856  0.053
H: 3.96871 -0.52002 -0.85646  0.019
H: 4.88764 -1.93192 -1.24074  0.048

Entry 2:
Formula: C28H22N4O5S3Sc
Source: the Open Molecules 2025 dataset
Level of theory: the ωB97M-V functional and the def2-TZVPD basis

Calculated values
* net charge: -1
* LUMO energy: 2.387 eV
* energy relative to the best compared isomer or geometry (same formula, charge and spin): 32.7 kJ/mol
* Kohn-Sham gap: 7.1415 eV

Each line ends with the Löwdin charge.
Positions of all 63 atoms, in Å:
Sc: 0.36264 0.42864 -0.11833  0.891
O: -1.00855 1.72457 -0.73903  -0.177
C: -1.28070 2.97655 -0.74770  -0.350
C: -1.89865 3.57366 -1.88082  -0.010
C: -2.17131 4.91490 -1.92986  -0.105
C: -1.83675 5.75210 -0.86281  -0.126
C: -1.27957 5.20517 0.26656  -0.064
C: -1.01013 3.83656 0.36471  -0.163
C: -0.50533 3.31010 1.59319  -0.111
N: -0.03250 2.13448 1.75517  -0.001
C: 0.31897 1.73569 3.09290  -0.206
C: -0.24296 0.32972 3.31451  -0.231
N: 0.33597 -0.49063 2.28908  0.001
C: 0.79312 -1.64129 2.60132  -0.098
C: 1.64320 -2.40369 1.74342  -0.151
C: 1.94582 -3.73063 2.06491  -0.067
C: 2.85645 -4.45225 1.33439  -0.127
C: 3.49339 -3.84039 0.25093  -0.102
C: 3.21139 -2.54475 -0.09978  -0.008
C: 2.27395 -1.75732 0.62463  -0.359
O: 2.05604 -0.53054 0.31722  -0.179
H: -2.13140 2.92220 -2.71376  0.113
H: -2.64404 5.33304 -2.80958  0.094
H: -2.01889 6.81476 -0.92633  0.084
H: -1.01433 5.83914 1.10361  0.103
H: -0.56744 3.99604 2.45516  0.128
H: -0.06383 2.43220 3.85785  0.113
H: 1.41206 1.68867 3.16981  0.124
H: -1.33245 0.36841 3.18987  0.023
H: -0.00796 -0.03462 4.32990  0.118
H: 0.60894 -2.05685 3.60743  0.134
H: 1.43054 -4.18882 2.90127  0.106
H: 3.08846 -5.47163 1.60900  0.085
H: 4.21800 -4.41265 -0.31696  0.094
H: 3.67479 -2.08861 -0.96350  0.116
O: 0.75631 0.45160 -2.15917  -0.228
N: 1.07464 1.45072 -2.93740  -0.177
C: 0.80089 1.35968 -4.24537  -0.019
C: 1.17903 2.33582 -5.13476  -0.080
C: 1.83817 3.46975 -4.64899  -0.091
C: 2.07884 3.57388 -3.30249  -0.099
C: 1.70927 2.54981 -2.41497  -0.660
S: 2.05692 2.58716 -0.76073  0.722
H: 0.28456 0.45318 -4.53122  0.142
H: 0.96198 2.21392 -6.18523  0.094
H: 2.14537 4.25085 -5.33142  0.098
H: 2.56290 4.43356 -2.86858  0.097
O: 0.28828 -1.82451 -1.16464  -0.298
S: -1.13237 -1.95836 -0.96877  0.652
O: -1.94377 -2.01056 -2.15456  -0.269
N: -1.65032 -0.83287 0.09232  -0.158
C: -2.35152 -1.40561 1.06188  -0.851
S: -3.27924 -0.60803 2.17578  0.693
C: -2.24084 -2.87732 1.11574  -0.246
C: -2.74317 -3.73172 2.08596  -0.037
C: -2.46345 -5.08418 1.97757  -0.077
C: -1.68521 -5.56941 0.93509  -0.079
C: -1.19451 -4.71663 -0.04705  -0.036
C: -1.49564 -3.38019 0.05936  -0.191
H: -3.33958 -3.32863 2.89049  0.086
H: -2.84533 -5.76911 2.72030  0.098
H: -1.46554 -6.62524 0.87151  0.099
H: -0.58360 -5.07949 -0.85903  0.120

Entry 3:
Formula: C13H23BIrN6OSi
Source: the Open Molecules 2025 dataset
Level of theory: the ωB97M-V functional and the def2-TZVPD basis

Calculated values
* net charge: +4
* multiplicity: 6
* LUMO energy (spin up / spin down): -13.271 / -17.723 eV
* energy relative to the best compared isomer or geometry (same formula, charge and spin): 8.0 kJ/mol
* Kohn-Sham gap (spin up / spin down): 8.4544 / 3.8663 eV

Each line ends with the Löwdin charge.
Positions of all 46 atoms, in Å:
C: -1.60965 1.21642 -2.05957  -0.003
N: -0.56218 1.13322 -1.14740  -0.186
N: 0.59455 0.89992 -1.84638  -0.027
C: 0.29719 0.86977 -3.17917  0.019
C: -1.07449 1.01383 -3.34226  0.037
B: 2.01563 0.87546 -1.29616  -0.201
N: 2.05831 1.85032 -0.12173  0.013
N: 0.92899 2.25624 0.60892  -0.182
C: 1.26453 3.37279 1.34693  0.003
C: 2.58787 3.66903 1.05778  0.051
C: 3.03541 2.75615 0.11796  0.051
Ir: -0.63882 1.19552 0.85374  1.544
N: 2.99744 -0.98320 -1.30138  0.135
N: 2.73063 -2.18603 -0.64167  0.199
C: 3.62900 -3.12111 -1.00357  0.113
C: 4.55899 -2.56609 -1.92231  0.211
C: 4.13814 -1.22032 -2.05636  0.121
H: 3.57664 -4.11031 -0.58197  0.172
H: 4.60544 -0.46243 -2.66839  0.168
H: 5.37975 -3.09821 -2.34850  0.166
H: 2.85628 1.11457 -2.12216  0.115
H: 3.94025 2.72826 -0.44905  0.157
H: 1.08858 0.74941 -3.90780  0.151
H: 3.11988 4.53486 1.44697  0.154
H: -1.63354 1.06121 -4.27638  0.146
H: 0.55166 3.88953 1.98798  0.155
H: -2.64148 1.38421 -1.76492  0.144
H: -0.07173 0.28406 2.32054  0.066
C: -0.73183 1.09005 2.76439  -0.178
H: -0.05907 1.61409 3.43679  0.098
H: -1.16066 1.93431 2.04485  -0.004
H: -1.55587 0.58249 3.27143  0.076
C: -2.03447 -2.71333 2.05275  -0.023
Si: -2.90014 -1.36010 1.04555  0.416
C: -3.62194 -2.43475 -0.34438  -0.003
C: -4.06883 -0.28699 2.06752  -0.119
O: -1.83955 -0.35888 0.34466  -0.440
H: -2.78164 -3.40956 2.46527  0.098
H: -1.43069 -2.30091 2.87127  0.076
H: -1.37075 -3.27868 1.37744  0.073
H: -4.45419 -3.06888 -0.00655  0.098
H: -3.95802 -1.83418 -1.19949  0.090
H: -2.82683 -3.10645 -0.70699  0.077
H: -3.61653 0.00055 3.02854  0.044
H: -4.30021 0.63976 1.51540  0.061
H: -5.01203 -0.81565 2.26790  0.068

Entry 4:
Formula: C46H46N2O8S3
Source: the Open Molecules 2025 dataset
Level of theory: the ωB97M-V functional and the def2-TZVPD basis

Calculated values
* LUMO energy: -1.221 eV
* energy relative to the best compared isomer or geometry (same formula, charge and spin): 283.4 kJ/mol
* SMILES string: COCCCCCC[C@@]1(CCCSC(=S)n2ccnc2)CCOS(=O)(=O)C1.O=C1c2ccccc2C(=O)c2ccccc21.O=C1c2ccccc2C(=O)c2ccccc21
* Kohn-Sham gap: 7.7418 eV

Each line ends with the Löwdin charge.
Positions of all 105 atoms, in Å:
C: -1.77302 -0.57688 0.99566  -0.123
O: -2.56517 -1.41976 1.84040  -0.220
C: -1.89532 -1.66173 3.10654  -0.200
C: -1.63746 -0.35254 3.96699  -0.162
C: -0.18729 -0.24752 4.61789  -0.185
C: 1.01778 -0.62629 3.66699  -0.198
C: 2.02504 0.57658 3.37680  -0.174
C: 1.73852 1.24806 1.96154  -0.129
C: 2.74846 0.84593 0.81235  -0.396
C: 4.02895 1.76207 0.66625  -0.149
C: 3.81910 3.29888 0.92875  -0.248
C: 2.89809 4.03403 -0.12791  -0.467
S: 3.31294 5.83566 -0.14516  0.880
C: 1.97354 6.76765 -0.92119  -1.055
S: 1.67527 8.30768 -0.39807  0.687
N: 1.15415 6.20403 -1.98072  -0.163
C: -0.18493 5.79469 -1.86632  -0.094
C: -0.66138 5.23768 -3.14060  -0.098
N: 0.44841 5.37939 -4.02201  0.019
C: 1.45910 5.93584 -3.32835  -0.170
C: 3.26402 -0.66975 0.96421  -0.132
C: 4.06603 -1.18559 -0.29619  -0.182
O: 3.24043 -1.56194 -1.43001  -0.248
S: 1.79412 -0.73800 -1.41437  0.716
O: 0.80434 -1.65847 -0.85059  -0.298
O: 1.45231 -0.45005 -2.83030  -0.311
C: 1.89345 0.87437 -0.56985  -0.135
H: -0.66935 -0.76690 1.05258  0.054
H: -2.14106 -0.70696 -0.05653  0.103
H: -1.96923 0.50356 1.27503  0.088
H: -0.98439 -2.30143 2.94123  0.119
H: -2.62107 -2.30784 3.68740  0.127
H: -1.85221 0.60966 3.42957  0.105
H: -2.36725 -0.38301 4.83233  0.101
H: -0.21075 -0.85440 5.57291  0.111
H: -0.07386 0.82847 4.95471  0.105
H: 0.71463 -1.04787 2.67262  0.072
H: 1.59488 -1.44910 4.19286  0.116
H: 3.09596 0.23877 3.49241  0.102
H: 1.87471 1.34495 4.19572  0.106
H: 1.61054 2.35024 2.11982  0.107
H: 0.72258 0.85955 1.64169  0.099
H: 4.40785 1.63532 -0.39568  0.121
H: 4.86393 1.38518 1.32836  0.131
H: 3.38786 3.47210 1.94938  0.109
H: 4.84940 3.77404 0.93299  0.111
H: 2.99981 3.61502 -1.16970  0.083
H: 1.83978 3.93859 0.26042  0.087
H: -0.84063 5.85639 -0.96774  0.113
H: -1.66740 4.80291 -3.35442  0.099
H: 2.45115 6.11143 -3.81616  0.136
H: 2.43574 -1.37549 1.24736  0.123
H: 4.00615 -0.68359 1.81963  0.124
H: 4.88617 -0.47172 -0.61130  0.129
H: 4.61105 -2.12226 0.02352  0.138
H: 0.88123 1.34640 -0.43388  0.131
H: 2.45337 1.56265 -1.26928  0.099
C: 2.21890 -2.97578 -4.28313  -0.062
C: 3.39564 -3.39712 -3.68431  -0.067
C: 4.58337 -3.40317 -4.40081  0.005
C: 4.59221 -2.99785 -5.73252  -0.087
C: 3.40251 -2.59549 -6.34420  -0.081
C: 2.21828 -2.57341 -5.61090  0.015
C: 3.38556 -2.20596 -7.77540  -0.279
O: 2.35185 -1.85141 -8.30924  0.104
C: 4.65186 -2.26476 -8.54832  -0.083
C: 4.64298 -1.95781 -9.90651  -0.001
C: 5.82347 -1.99682 -10.63497  -0.060
C: 7.02006 -2.33372 -10.00779  -0.061
C: 7.03296 -2.64563 -8.65601  -0.002
C: 5.84804 -2.62149 -7.92472  -0.084
C: 5.86796 -2.99128 -6.48748  -0.281
O: 6.91372 -3.28939 -5.93977  0.096
H: 1.29676 -2.96237 -3.71493  0.108
H: 3.38752 -3.72052 -2.65097  0.104
H: 5.50074 -3.72730 -3.92302  0.119
H: 1.29536 -2.24691 -6.07522  0.125
H: 3.71497 -1.69176 -10.39909  0.121
H: 5.81314 -1.76244 -11.69339  0.106
H: 7.94290 -2.35692 -10.57625  0.106
H: 7.96592 -2.91190 -8.17311  0.120
C: -7.46501 0.32446 8.85591  -0.059
C: -8.81805 0.00670 8.77113  -0.058
C: -9.34749 -0.46915 7.58009  0.001
C: -8.52820 -0.61804 6.46456  -0.083
C: -7.17722 -0.27647 6.54289  -0.082
C: -6.64601 0.18413 7.74483  -0.001
C: -6.30316 -0.38349 5.34824  -0.278
O: -5.12410 -0.09248 5.41260  0.095
C: -6.89035 -0.84503 4.07113  -0.084
C: -6.09356 -0.89425 2.93172  0.007
C: -6.62760 -1.33959 1.73089  -0.047
C: -7.95838 -1.74535 1.66648  -0.054
C: -8.75832 -1.69164 2.79960  0.000
C: -8.22931 -1.23252 4.00269  -0.085
C: -9.10030 -1.14539 5.20019  -0.279
O: -10.26427 -1.49448 5.14713  0.104
H: -7.05079 0.68746 9.78964  0.107
H: -9.45935 0.12864 9.63653  0.107
H: -10.40005 -0.72026 7.52032  0.121
H: -5.59471 0.43785 7.81408  0.120
H: -5.05587 -0.58243 2.97462  0.111
H: -6.00632 -1.37271 0.84322  0.110
H: -8.37269 -2.09964 0.72947  0.108
H: -9.79461 -2.00380 2.74350  0.121

Entry 5:
Formula: C7H8N2O3
Source: the Open Molecules 2025 dataset
Level of theory: the ωB97M-V functional and the def2-TZVPD basis

Calculated values
* LUMO energy (spin up / spin down): 0.625 / 0.625 eV
* energy relative to the best compared isomer or geometry (same formula, charge and spin): 526.2 kJ/mol
* Kohn-Sham gap (spin up / spin down): 9.4940 / 9.4934 eV

Each line ends with the Löwdin charge.
Positions of all 20 atoms, in Å:
C: 2.91498 0.46154 -0.24780  -0.094
C: 1.77814 1.07120 -0.80703  -0.041
C: 2.84193 -0.64781 0.54186  -0.118
C: 0.51981 0.36345 -0.73333  -0.048
C: 1.68112 -1.33313 0.76145  -0.022
C: 0.56682 -0.84233 0.01136  -0.103
C: -0.80475 -1.65266 -0.07917  -0.510
N: -3.70151 0.92374 -0.18337  0.125
N: -2.38590 0.77365 -0.15756  -0.146
O: -1.91878 -0.91092 -0.07290  -0.048
O: -1.94387 1.32683 1.01805  -0.016
O: -0.99927 -2.82138 -0.22730  0.101
H: 3.78892 1.05624 -0.24624  0.091
H: 1.85865 1.99897 -1.23486  0.068
H: 3.73497 -1.04503 1.10418  0.128
H: -0.38770 0.49883 -1.42048  0.139
H: 1.69582 -2.30449 1.27115  0.126
H: -4.24783 0.60601 -0.90205  0.088
H: -4.07346 1.14168 0.75124  0.135
H: -0.91810 1.33561 0.85281  0.146

Among the records above, which one has the highest energy relative to the best compared isomer or geometry (same formula, charge and spin)?
C7H8N2O3

Which value of energy relative to the best compared isomer or geometry (same formula, charge and spin) does entry 1 give?
115.1 kJ/mol